{"formula": "C16H16N4", "method": "ωB97M-V with the def2-TZVPD basis set", "elements": ["N", "N", "N", "N", "C", "C", "C", "C", "C", "C", "C", "C", "C", "C", "C", "C", "C", "C", "C", "C", "H", "H", "H", "H", "H", "H", "H", "H", "H", "H", "H", "H", "H", "H", "H", "H"], "coordinates": [[-1.84, 1.22, 3.33], [-1.03, 1.98, 2.59], [0.19, -1.28, -1.68], [-2.12, -1.48, -0.14], [-1.26, -4.45, -2.91], [0.82, 0.80, -0.63], [2.18, 0.24, -0.12], [-1.93, -2.40, -1.07], [-1.18, 0.22, 1.34], [-0.71, -2.29, -1.85], [-0.15, -0.35, -0.78], [-0.36, -3.36, -2.72], [0.26, 1.91, 0.32], [1.00, 1.57, -2.02], [-2.55, -4.45, -2.24], [-1.24, -0.54, 0.09], [-0.55, 1.36, 1.42], [-2.47, -1.11, 3.19], [-2.93, -3.38, -1.40], [-1.92, 0.13, 2.64], [1.51, 2.50, -1.91], [-0.39, 2.62, -0.17], [-0.99, 2.98, 2.79], [-3.08, -5.34, -2.31], [2.08, -0.22, 0.82], [-1.68, -1.81, 3.43], [-0.80, -5.12, -3.61], [-3.92, -3.41, -0.86], [2.61, -0.50, -0.91], [0.59, -3.22, -3.17], [1.60, 0.91, -2.77], [-3.05, -1.64, 2.43], [1.01, 2.46, 0.75], [2.84, 1.05, 0.23], [-2.93, -0.83, 4.16], [0.08, 1.77, -2.52]], "charge": 0, "multiplicity": 1}



{"formula": "C16H16O10Zn", "method": "ωB97M-V with the def2-TZVPD basis set", "elements": ["Zn", "O", "O", "O", "O", "O", "O", "O", "O", "O", "O", "C", "C", "C", "C", "C", "C", "C", "C", "C", "C", "C", "C", "C", "C", "C", "C", "H", "H", "H", "H", "H", "H", "H", "H", "H", "H", "H", "H", "H", "H", "H", "H"], "coordinates": [[25.27, 8.74, 5.80], [30.10, 4.76, 6.64], [26.93, 7.84, 5.16], [23.77, 7.31, 5.00], [25.87, 7.95, 7.60], [21.71, 8.79, 0.38], [24.68, 9.72, 3.74], [26.27, 10.43, 6.19], [23.78, 9.73, 6.93], [21.09, 6.43, 1.43], [28.96, 5.05, 9.23], [27.04, 11.45, 5.67], [21.83, 7.12, 2.12], [22.46, 6.74, 3.35], [26.10, 12.62, 5.44], [28.57, 6.22, 5.73], [21.76, 10.51, 6.11], [28.47, 5.66, 8.22], [23.39, 7.58, 3.85], [22.29, 8.53, 1.38], [26.80, 7.18, 7.48], [23.79, 8.95, 3.16], [27.42, 6.45, 8.50], [23.11, 10.91, 6.64], [27.41, 7.08, 5.99], [29.06, 5.53, 6.80], [23.26, 9.37, 1.94], [21.86, 9.94, 5.18], [21.15, 11.38, 5.89], [27.87, 11.74, 6.30], [28.94, 6.20, 4.71], [23.10, 11.70, 7.39], [27.45, 11.26, 4.67], [21.15, 9.97, 6.83], [27.10, 6.58, 9.52], [23.70, 11.38, 5.86], [23.63, 10.21, 1.36], [22.14, 5.80, 3.78], [26.62, 13.40, 4.89], [25.76, 12.97, 6.41], [25.30, 12.22, 4.81], [23.44, 9.46, 7.79], [26.09, 10.74, 7.08]], "charge": -2, "multiplicity": 1}



no.,highest occupied orbital energy (Ha),HOMO-LUMO gap (eV)
1,-0.3000,7.8806
2,-0.0686,5.6474